Computed, not measured: C21H35GaN3O3 as an isolated structure at a distorted geometry, with ωB97M-V/def2-TZVPD.

## Properties
- Gap between HOMO and LUMO: 7.46 eV
- Total charge: -1
- E_HOMO: -4.9 eV
- LUMO energy: 2.5712 eV
- Electronic energy: -3135.807703 Ha
- Relative energy (zero: lowest compared OMol25 entry of this formula, charge and spin): 0.00 kcal per mole

Cartesian coordinates (Å):
C 0.864 -3.077 0.011
O 1.752 -2.704 -1.027
C 1.493 -1.359 -1.452
C 2.788 -0.624 -1.680
C 2.611 0.835 -2.141
C 1.556 1.091 -3.202
C 1.203 2.571 -3.360
C 0.780 3.284 -2.065
C -0.424 4.200 -2.256
C -1.764 3.474 -2.193
C -2.196 3.117 -0.749
Ga -2.449 1.115 -0.487
C -3.715 0.320 -1.908
O -5.089 0.180 -1.370
N -5.765 -0.936 -1.814
O -5.803 -1.052 -2.990
H 1.169 -2.614 0.953
H 0.867 -4.157 0.123
H -0.161 -2.781 -0.227
H 0.907 -1.409 -2.370
H 0.937 -0.850 -0.665
H 3.467 -1.153 -2.351
H 3.293 -0.572 -0.714
H 2.400 1.428 -1.253
H 3.587 1.160 -2.509
H 1.880 0.696 -4.169
H 0.626 0.573 -2.964
H 2.032 3.095 -3.841
H 0.372 2.618 -4.069
H 1.620 3.905 -1.748
H 0.572 2.541 -1.295
H -0.428 4.933 -1.448
H -0.336 4.734 -3.206
H -2.513 4.165 -2.588
H -1.793 2.602 -2.853
H -1.459 3.480 -0.027
H -3.123 3.644 -0.525
H -3.090 0.765 0.957
H -1.031 0.368 -0.689
H -3.369 -0.667 -2.215
H -3.788 0.917 -2.820
N -0.607 -4.644 2.444
C -0.236 -5.361 3.501
C -1.113 -5.786 4.488
C -2.451 -5.441 4.370
C -2.852 -4.692 3.277
C -1.894 -4.321 2.344
H 0.820 -5.604 3.557
H -0.755 -6.369 5.325
H -3.168 -5.751 5.120
H -3.884 -4.397 3.146
H -2.167 -3.733 1.474
N 2.665 1.121 1.423
C 1.623 1.750 1.962
C 1.615 2.238 3.260
C 2.747 2.061 4.039
C 3.838 1.405 3.490
C 3.745 0.956 2.181
H 0.756 1.861 1.318
H 0.740 2.742 3.647
H 2.778 2.426 5.057
H 4.742 1.242 4.063
H 4.576 0.438 1.711

Forces on the atoms, in the same order (eV/Å):
C 0.1 -0.1 -0.2
O 0.0 0.1 0.0
C 0.4 -0.5 0.1
C 0.3 0.4 0.2
C 0.2 -0.4 0.1
C -0.2 0.2 0.0
C -0.2 -0.2 -0.2
C 0.3 0.2 -0.5
C -0.1 -0.3 0.1
C -0.4 0.5 0.4
C 0.0 -0.4 -0.3
Ga -0.2 0.0 0.3
C -0.1 0.6 -0.4
O 0.5 -0.9 0.5
N -0.8 0.8 -0.1
O 0.5 -0.3 -0.1
H -0.1 0.0 0.1
H 0.2 -0.1 0.0
H -0.1 0.1 0.1
H -0.3 0.1 0.1
H -0.2 0.2 -0.2
H -0.2 -0.2 -0.2
H 0.1 -0.1 0.0
H -0.1 0.1 0.0
H 0.0 0.2 0.0
H 0.1 -0.1 -0.1
H 0.0 0.0 0.2
H 0.1 0.1 0.1
H 0.0 0.1 -0.1
H 0.1 -0.1 0.3
H -0.1 0.1 0.2
H 0.0 0.2 -0.1
H 0.2 0.1 0.0
H -0.1 0.0 -0.2
H 0.2 -0.1 -0.1
H 0.1 0.0 0.0
H -0.1 0.0 0.1
H 0.1 0.0 0.0
H 0.1 0.0 -0.1
H -0.1 -0.2 0.1
H 0.1 0.0 -0.1
N -0.1 -0.1 0.1
C 0.0 0.0 0.0
C 0.0 0.0 0.0
C 0.0 0.0 0.0
C 0.0 0.0 0.0
C 0.1 0.1 -0.1
H 0.0 0.0 0.0
H 0.0 0.0 0.0
H 0.0 0.0 0.0
H 0.0 0.0 0.0
H 0.0 0.0 0.0
N 0.0 0.0 0.0
C -0.1 0.0 -0.2
C 0.1 0.0 0.0
C 0.0 0.0 0.0
C 0.0 0.0 0.0
C 0.0 0.0 0.0
H 0.0 0.0 0.0
H 0.0 0.0 0.0
H 0.0 0.0 0.0
H 0.0 0.0 0.0
H 0.0 0.0 0.0

Here are the Mulliken charges for atoms 1 to 6, given in e:
1. C -0.67
2. O -0.47
3. C -0.06
4. C -0.68
5. C -0.05
6. C -0.54